No. 1
# H8O4

4 unconnected molecules or ions with the total composition H8O4 (ωB97M-V with the def2-TZVPD basis set, the OMol25 dataset).

Computed properties:
Largest force on an atom ... 2.3 eV/A
ΔE to the lowest compared entry with this formula, charge and spin ... 22.07 kcal per mole
SMILES ... O.O.O.O
LUMO energy ... -0.001 hartree
Calculated total energy ... -8319.71909 eV

XYZ file:
```
12
Properties=species:S:1:pos:R:3:forces:R:3
O -1.344000 -2.041000 38.523000 0.24 0.06 0.53
H -0.411000 -2.176000 38.345000 0.26 -0.09 0.15
H -1.722000 -1.952000 37.658000 -0.33 0.22 -0.71
O -3.225000 -4.141000 38.559000 0.99 0.17 1.09
H -2.520000 -3.479000 38.776000 -0.85 -0.73 -0.39
H -3.704000 -3.867000 37.782000 -0.27 0.36 -0.45
O -4.347000 -3.678000 36.072000 1.03 -1.21 0.11
H -3.818000 -2.908000 35.967000 1.05 0.91 -0.37
H -5.200000 -3.316000 36.035000 -2.23 0.45 -0.06
O -2.687000 -6.742000 37.514000 -0.61 0.70 -0.44
H -2.923000 -5.801000 37.706000 0.41 -0.78 0.26
H -3.302000 -6.978000 36.802000 0.32 -0.04 0.29
```
Positions in Å, forces in eV/Å.



No. 2
# C23H26N4O4

A molecular structure, C23H26N4O4 (ωB97M-V with the def2-TZVPD basis set, the OMol25 dataset).

Computed properties:
Largest force on an atom ... 14.4 eV/A
ΔE to the lowest compared entry with this formula, charge and spin ... 545.22 kcal per mole
LUMO energy ... 0.004 hartree
Calculated total energy ... -38402.29057 eV

XYZ file:
```
57
Properties=species:S:1:pos:R:3:forces:R:3
C 1.310948 3.705922 4.616847 1.37 4.40 -4.22
H 2.074269 3.075081 4.957210 2.12 -0.28 -0.23
O 0.935218 3.454474 3.158258 3.18 9.23 5.06
C 0.705155 2.330746 2.779105 -2.38 -5.06 -2.64
C 0.525702 1.283271 3.674279 1.70 -1.58 -0.87
C 0.450238 0.055319 3.021216 -0.45 -2.96 2.80
C 0.347097 -0.038868 1.702165 -3.04 -1.60 -5.95
C 0.163889 1.094577 0.746103 3.08 1.53 12.91
C 0.463597 2.348164 1.304706 -1.05 -6.66 2.64
C 0.548622 3.535456 0.611837 -0.09 5.93 -4.88
N 0.162018 3.403323 -0.995468 -7.10 -4.59 8.38
C 0.765916 3.891204 -2.001080 0.04 -2.73 0.56
O 1.693840 4.527433 -1.654272 5.00 4.25 -2.19
C 0.261086 3.179815 -3.239875 -0.60 3.60 1.81
N 0.112628 1.832610 -3.051878 8.04 -0.04 2.89
C -0.481541 1.140175 -3.973828 -9.56 -4.06 -3.92
C -0.577797 -0.400225 -3.513397 1.04 1.45 -9.20
H -1.124878 -0.925885 -4.345476 -0.90 0.91 0.90
O 0.610642 -1.023736 -3.859187 4.25 1.10 2.32
C 1.693716 -0.263290 -2.918149 -3.30 0.82 -1.68
C 1.514733 1.327628 -3.171915 5.67 -2.23 -0.53
H 2.410109 1.794339 -2.510345 -2.67 -0.57 -0.91
H 2.065004 1.406813 -4.261987 -2.03 0.54 1.96
H 2.747658 -0.676498 -3.088181 -1.86 0.59 0.58
H 1.048948 -0.397752 -2.044678 1.78 -0.60 0.96
H -1.039561 -0.622026 -2.676797 -1.68 -0.69 4.90
H -1.658626 1.523264 -3.737981 2.20 -1.08 -1.61
H -0.303584 1.191567 -5.198528 0.17 0.16 3.12
H -0.676905 3.627268 -3.235404 -2.22 0.81 -1.14
H 0.865555 3.551641 -3.967358 1.53 0.50 -3.06
H -0.731579 2.785944 -1.056126 2.29 1.56 -0.33
H -0.140544 4.381148 1.087460 1.63 -1.55 -1.14
H 1.609033 3.899878 0.480338 -1.15 0.02 0.61
H 0.109752 1.012619 -0.162634 -1.01 -1.44 -9.66
C -0.167173 -1.362041 1.039051 3.39 -0.53 -3.53
N 0.588072 -1.933389 -0.181513 -1.87 9.62 8.86
N 0.169158 -3.004328 -0.571350 9.38 0.40 -9.26
C -0.370603 -4.015289 -0.125735 -9.23 -2.14 3.87
O -0.694321 -5.026917 -0.716101 1.34 -2.64 -0.64
C -1.354986 -3.403050 0.797698 -2.50 -1.21 5.17
C -2.418324 -4.360539 1.496059 5.93 -2.13 -10.17
C -3.105577 -3.764962 2.305794 -10.74 1.34 9.55
C -3.144023 -2.440171 2.934340 -0.64 -2.45 1.27
C -2.140243 -1.655020 2.610007 -0.05 -11.15 -8.16
C -1.312150 -2.077499 1.404652 1.35 -1.74 1.09
H -2.112563 -0.861223 2.982998 1.35 12.32 5.30
H -3.873253 -2.236206 3.798328 1.22 -0.31 -1.67
H -4.207098 -4.525157 2.896832 3.25 2.11 -1.97
H -2.760181 -5.246069 0.828992 1.13 1.14 1.88
C 1.346787 -3.307959 -1.690201 -11.29 -8.10 -2.16
H 0.911339 -2.948563 -2.594576 0.46 0.64 -0.57
H 2.203816 -3.094260 -1.382361 6.96 2.17 2.81
H 1.061696 -4.639350 -1.751371 1.60 4.00 -0.09
H 0.414928 -0.956007 3.669143 0.17 2.43 -1.60
H 0.937053 1.135957 4.689341 -0.66 1.18 -0.45
H 0.573056 3.354164 5.140169 -4.88 -1.50 2.92
H 1.369383 4.898560 4.779207 0.34 -3.15 -0.65
```
Positions in Å, forces in eV/Å.



no.,frontier orbital gap (eV),highest occupied orbital energy (eV)
1,10.335,-10.4
2,7.968,-7.9